i | Below is the ion C6H13N2S with charge +1, with properties calculated with wB97M-V/def2-TZVPD.

Structure (XYZ):
```
22
Properties=species:S:1:pos:R:3:nbo_charge:R:1
C 1.210 -1.696 -0.895 0.369
C -0.022 -0.394 0.732 -0.136
C -0.552 1.733 1.695 -0.604
C 0.184 1.722 -0.654 -0.616
C -1.302 -1.628 -1.156 -0.416
C -0.615 1.040 0.420 -0.253
N -0.008 -1.287 -0.502 -0.363
N 2.260 -1.245 -0.201 -0.643
S 1.753 -0.300 1.215 0.464
H 1.400 -2.404 -1.755 0.258
H -0.532 -0.874 1.544 0.235
H 0.499 1.514 2.025 0.187
H -1.215 1.291 2.450 0.228
H -0.626 2.922 1.683 0.254
H 1.193 2.114 -0.224 0.228
H -0.415 2.565 -0.887 0.241
H 0.290 0.891 -1.395 0.201
H -1.460 -1.416 -2.167 0.239
H -1.433 -2.697 -1.002 0.230
H -2.091 -1.158 -0.589 0.235
H -1.647 0.912 0.083 0.220
H 3.129 -1.605 -0.418 0.443
```

Output
E_LUMO (eV): -3.62
Charge: +1
SMILES: CC(C)[C@@H]1S[NH+]=CN1C
HOMO level (eV): -13.092

=====

ii | Below is the ion C6H13N2S with charge +1, with properties calculated with wB97M-V/def2-TZVPD.

Structure (XYZ):
```
22
Properties=species:S:1:pos:R:3:nbo_charge:R:1
C 0.447 -0.812 -0.890 -0.281
C -1.939 -0.362 -0.593 0.133
C -1.781 1.055 -0.243 -0.226
C 0.965 0.216 0.092 -0.083
C 2.293 0.792 -0.595 -0.647
C 1.231 -0.160 1.511 -0.642
N -0.917 -1.310 -0.570 -0.621
N -2.217 0.095 0.864 -0.572
S -0.151 1.752 -0.196 0.280
H 0.646 -0.295 -1.921 0.226
H 1.138 -1.761 -0.714 0.239
H -2.952 -0.765 -0.968 0.243
H -2.441 1.719 -0.692 0.271
H 2.713 1.736 -0.025 0.242
H 2.208 1.119 -1.722 0.245
H 2.951 -0.054 -0.472 0.227
H 1.555 0.778 1.958 0.249
H 1.996 -1.067 1.607 0.257
H 0.232 -0.562 1.920 0.185
H -1.270 -2.080 -1.062 0.406
H -3.179 0.063 1.161 0.435
H -1.527 -0.096 1.551 0.435
```

Output
E_LUMO (eV): -3.02
Charge: +1
SMILES: CC1(C)CN[C@H]2[NH2+][C@H]2S1
HOMO level (eV): -13.363

=====

Ranking the structures above by energy, i is first and the second is 0.953 eV behind.